Density functional theory data (ωB97M-V/def2-TZVPD) for a structure of composition C41H39CdN6O3S.

Positions of all 91 atoms, in Å:
1 Cd -0.23963 -0.28268 -0.26448
2 C 0.19224 3.27515 3.33538
3 C 0.89279 2.21529 2.52169
4 C 1.26027 0.98844 3.08565
5 C 0.84694 0.64845 4.49801
6 C 2.01896 0.08075 2.33731
7 C 2.55272 -1.19195 2.94904
8 C 2.38159 0.38997 1.01952
9 C 3.29982 -0.52278 0.24519
10 C 2.01609 1.62719 0.44701
11 C 2.66279 2.01450 -0.86339
12 C 1.23904 2.52608 1.19852
13 C 0.85079 3.88834 0.67729
14 H -0.80814 3.49443 2.95333
15 H 0.74665 4.21397 3.29517
16 H 0.09538 3.00830 4.38213
17 H 1.56513 1.01614 5.23463
18 H 0.75675 -0.42534 4.64161
19 H -0.11993 1.07978 4.74417
20 H 2.08041 -2.07849 2.51986
21 H 2.41909 -1.22724 4.02524
22 H 3.62199 -1.28340 2.75918
23 H 4.34111 -0.21781 0.38401
24 H 3.09725 -0.48795 -0.82366
25 H 3.22087 -1.55559 0.57281
26 H 2.34329 1.37814 -1.68819
27 H 3.74413 1.89898 -0.77807
28 H 2.48253 3.05099 -1.12991
29 H 1.41507 4.67446 1.18420
30 H -0.20491 4.09643 0.86121
31 H 1.02546 4.00887 -0.38636
32 C -1.28842 3.03265 -3.11699
33 C -0.85944 2.23734 -2.05143
34 N -1.56384 1.23047 -1.56626
35 C -2.73828 0.91290 -2.15920
36 C -3.26494 1.67794 -3.20977
37 C -2.50418 2.75834 -3.68504
38 C -4.54739 1.34787 -3.76765
39 C -5.25368 0.30095 -3.30333
40 C -4.71851 -0.54390 -2.27309
41 C -5.39563 -1.68957 -1.82069
42 C -4.80423 -2.49665 -0.88690
43 C -3.52632 -2.15461 -0.42606
44 N -2.87098 -1.08225 -0.81813
45 C -3.46206 -0.26673 -1.71464
46 H -0.66587 3.84194 -3.46723
47 H 0.09520 2.43135 -1.57958
48 H -2.88288 3.35399 -4.50556
49 H -4.93281 1.96638 -4.56681
50 H -6.22369 0.05936 -3.71600
51 H -6.37019 -1.92824 -2.22773
52 H -5.28992 -3.39005 -0.52263
53 H -3.01895 -2.80258 0.27920
54 N -0.92954 -2.57607 2.27308
55 C -1.51510 -1.34142 2.49764
56 C -2.34864 -1.25467 3.62967
57 C -3.01962 -0.08911 3.88418
58 C -2.85919 0.99403 3.01702
59 C -2.01609 0.83514 1.95048
60 N -1.33870 -0.30148 1.69101
61 C -0.24917 -3.17909 1.20799
62 C -0.27707 -4.57659 1.16151
63 C 0.46673 -5.22577 0.20085
64 C 1.22580 -4.47988 -0.69432
65 C 1.17620 -3.11042 -0.59176
66 N 0.45022 -2.45747 0.33834
67 H -1.20878 -3.25333 2.96596
68 H -2.46482 -2.11452 4.27564
69 H -3.66886 -0.01640 4.74604
70 H -3.37496 1.92908 3.17088
71 H -1.85846 1.63736 1.24037
72 H -0.87147 -5.13113 1.87516
73 H 0.45892 -6.30572 0.15179
74 H 1.83400 -4.93612 -1.46131
75 H 1.75359 -2.48679 -1.25729
76 O 3.01184 -3.43410 -3.97995
77 S 3.08293 -2.09329 -4.55039
78 O 1.79358 -2.00008 -5.65650
79 N 2.54624 -1.05756 -3.40667
80 C 1.28853 -1.04298 -3.06238
81 O 0.94872 -0.35999 -2.03114
82 C 0.26721 -1.79318 -3.82843
83 C -0.99215 -2.08187 -3.31483
84 C -1.94269 -2.74256 -4.06729
85 C -1.63693 -3.12672 -5.37175
86 C -0.38504 -2.87765 -5.89812
87 C 0.56689 -2.22550 -5.12243
88 H -1.23398 -1.79517 -2.30388
89 H -2.91368 -2.96514 -3.64274
90 H -2.37394 -3.64204 -5.97270
91 H -0.11360 -3.19039 -6.89609

Values from the calculation:
Charge: +1
Kohn-Sham gap: 7.885 eV